Entry 1:
C44H59AsCl2N5O2P2S6Ti as an isolated structure at a distorted geometry, computed with ωB97M-V/def2-TZVPD.

XYZ file:
```
122
Properties=species:S:1:pos:R:3
Ti 0.03 0.81 -0.32
S -0.26 3.07 -4.31
As 1.00 2.10 -2.96
S 0.27 0.00 -2.43
S 0.74 2.96 -0.88
S 3.00 2.02 -3.52
C 5.48 -1.62 6.68
S 5.51 -2.72 5.24
C 4.73 -1.64 4.01
C 3.21 -1.79 3.97
C 2.60 -0.93 2.85
N 1.30 -1.44 2.35
P -0.26 -1.02 3.09
C -0.83 -2.56 3.91
C -2.11 -3.03 3.62
C -2.62 -4.15 4.27
C -1.85 -4.81 5.21
C -0.58 -4.34 5.52
C -0.08 -3.21 4.89
C -0.01 -0.09 4.67
C -1.23 0.04 5.35
C -1.33 0.74 6.54
C -0.19 1.35 7.08
C 1.02 1.22 6.43
C 1.11 0.52 5.23
P 1.14 -1.45 0.59
C 2.72 -2.18 0.00
C 3.46 -3.05 0.80
C 4.60 -3.66 0.30
C 5.00 -3.43 -1.01
C 4.23 -2.61 -1.83
C 3.10 -1.99 -1.33
C 0.22 -3.01 0.25
C -0.26 -3.20 -1.05
C -0.84 -4.41 -1.41
C -0.92 -5.45 -0.49
C -0.39 -5.28 0.78
C 0.20 -4.07 1.15
H 5.99 -2.14 7.49
H 4.45 -1.40 6.98
H 6.01 -0.70 6.45
H 5.17 -1.90 3.05
H 5.01 -0.61 4.24
H 2.80 -1.51 4.94
H 2.95 -2.84 3.80
H 3.30 -0.91 2.02
H 2.52 0.10 3.20
H -2.69 -2.53 2.86
H -3.62 -4.50 4.04
H -2.24 -5.68 5.72
H 0.02 -4.85 6.27
H 0.90 -2.84 5.16
H -2.12 -0.43 4.94
H -2.28 0.82 7.05
H -0.25 1.90 8.01
H 1.91 1.69 6.84
H 2.08 0.45 4.76
H 3.14 -3.27 1.81
H 5.18 -4.31 0.95
H 5.89 -3.90 -1.39
H 4.53 -2.43 -2.85
H 2.51 -1.36 -1.98
H -0.17 -2.41 -1.78
H -1.21 -4.54 -2.42
H -1.38 -6.39 -0.77
H -0.42 -6.09 1.49
H 0.65 -3.97 2.12
O -1.82 -1.01 0.00
H -1.80 -1.75 -0.62
H -2.75 -0.74 0.06
Cl 4.22 3.16 1.20
C 4.14 2.19 -0.28
Cl 2.96 0.85 -0.14
H 5.10 1.72 -0.44
H 3.84 2.79 -1.12
N -1.46 5.71 4.85
C -0.27 5.22 4.42
O 0.80 5.67 4.77
C -0.31 4.05 3.46
C -1.46 3.41 3.03
C -1.36 2.36 2.14
N -0.20 1.91 1.66
C 0.92 2.51 2.12
C 0.90 3.57 3.00
H -1.42 6.48 5.49
H -2.35 5.32 4.61
H -2.45 3.69 3.38
H -2.25 1.85 1.79
H 1.86 2.13 1.76
H 1.82 4.04 3.32
C -4.40 5.19 0.72
C -4.12 6.42 -0.14
C -2.74 6.47 -0.80
C -2.48 5.42 -1.88
N -2.26 4.10 -1.30
C -2.65 2.94 -1.78
S -2.36 1.47 -0.88
N -3.33 2.90 -2.91
C -3.87 1.71 -3.59
C -5.34 1.90 -3.97
C -5.58 2.71 -5.25
C -5.15 4.18 -5.20
H -5.31 5.35 1.32
H -3.57 5.01 1.42
H -4.55 4.29 0.13
H -4.23 7.31 0.48
H -4.88 6.49 -0.93
H -1.95 6.39 -0.03
H -2.62 7.45 -1.27
H -1.61 5.70 -2.48
H -3.35 5.39 -2.54
H -1.64 4.07 -0.51
H -3.34 3.73 -3.46
H -3.76 0.87 -2.91
H -3.27 1.52 -4.47
H -5.87 2.37 -3.13
H -5.78 0.91 -4.11
H -6.65 2.66 -5.48
H -5.06 2.22 -6.08
H -5.53 4.67 -4.30
H -5.55 4.72 -6.06
H -4.06 4.28 -5.25
```

For the HOMO-LUMO gap, the calculation gives 5.825 eV. As for the total energy: -250718.194 eV. The charge is +1. The calculation puts the highest occupied orbital energy at -9.76 eV. The value obtained for the LUMO energy is -3.93 eV.

Entry 2:
A 2-piece molecular cluster, C3H7N2O overall at a distorted geometry, computed with ωB97M-V/def2-TZVPD.

XYZ file:
```
13
Properties=species:S:1:pos:R:3
C 0.15 0.86 -1.16
C -0.94 0.43 -0.50
N -0.70 -0.87 -0.05
C 0.61 -1.22 -0.42
N 1.10 -0.15 -1.16
H 0.19 1.80 -1.67
H -1.94 0.80 -0.37
H -1.27 -1.45 0.52
H 1.09 -2.14 -0.16
H 1.83 -0.16 -1.84
H 0.10 1.23 1.73
H -0.42 0.50 2.90
O 0.22 0.38 2.18
```

For the HOMO-LUMO gap (alpha / beta), the calculation gives 5.050 / 9.116 eV. As for the total energy: -8249.406 eV. As for the spin multiplicity: 2. The charge is 0. The calculation puts the highest occupied orbital energy (alpha / beta) at -4.09 / -8.21 eV. The value obtained for the LUMO energy (alpha / beta) is 0.96 / 0.91 eV.

Entry 3:
C41H48FN9O7Yb as an isolated structure at a distorted geometry, computed with ωB97M-V/def2-TZVPD.

XYZ file:
```
107
Properties=species:S:1:pos:R:3
Yb 0.46 0.78 0.00
C -4.91 0.75 2.58
N -3.63 0.14 2.18
C -2.59 -0.06 3.18
C -1.99 1.16 3.80
C -0.82 1.82 3.15
N 0.34 1.03 2.71
C 0.68 -0.01 3.34
C 1.95 -0.69 3.19
C 2.34 -1.71 3.99
C 3.49 -2.46 3.84
C 4.48 -1.99 2.94
C 4.17 -0.98 2.08
C 2.88 -0.33 2.00
O 2.58 0.43 1.00
C -3.69 -0.79 1.10
C -3.97 -0.27 -0.25
C -2.80 0.45 -0.93
N -1.59 -0.31 -1.23
C -1.43 -1.45 -1.76
C -0.97 -2.69 -1.15
C -1.31 -3.93 -1.75
C -1.09 -5.10 -1.03
C -0.53 -5.02 0.20
C -0.25 -3.82 0.84
C -0.39 -2.55 0.17
O -0.11 -1.47 0.78
H -4.78 1.82 2.81
H -5.50 0.39 3.44
H -5.61 0.63 1.69
H -1.94 -0.69 2.56
H -3.07 -0.74 3.86
H -1.82 0.82 4.91
H -2.80 1.97 3.94
H -0.42 2.56 3.86
H -1.16 2.40 2.29
H -0.03 -0.58 3.99
H 1.66 -2.03 4.74
H 3.68 -3.20 4.62
H 5.50 -2.44 3.02
H 5.00 -0.68 1.44
H -4.35 -1.69 1.37
H -2.64 -1.26 1.01
H -4.89 0.40 -0.41
H -4.17 -1.12 -0.89
H -2.53 1.46 -0.53
H -3.26 0.64 -1.91
H -1.83 -1.53 -2.85
H -1.96 -3.98 -2.62
H -1.32 -6.05 -1.49
H -0.27 -5.91 0.75
H 0.14 -3.74 1.87
C 1.17 8.38 0.02
C 0.09 8.02 -1.02
C -1.09 8.96 -1.02
C -2.13 8.70 0.04
C -2.25 7.25 0.56
C -3.05 6.89 1.65
C -3.28 5.55 1.90
F -4.00 5.28 3.04
C -2.62 4.54 1.29
C -1.62 4.91 0.39
C -0.81 3.88 -0.26
O -1.10 2.66 -0.10
C 0.19 4.30 -1.22
C 0.32 5.62 -1.54
N -0.44 6.61 -0.94
C -1.40 6.28 0.01
C 1.18 3.31 -1.92
O 1.62 3.76 -2.97
O 1.32 2.17 -1.45
H 1.34 9.41 0.08
H 2.20 7.89 -0.14
H 0.97 8.10 1.10
H 0.36 8.09 -2.05
H -1.51 8.86 -1.99
H -0.69 10.02 -1.02
H -3.07 9.00 -0.48
H -1.96 9.31 0.99
H -3.39 7.60 2.40
H -2.87 3.50 1.57
H 1.04 5.86 -2.35
O 3.22 -1.81 -1.99
N 2.56 -0.83 -1.66
O 1.32 -0.92 -1.51
C 2.05 -6.28 -4.42
N 3.52 -6.38 -4.37
C 4.08 -5.22 -3.62
N 3.46 -5.17 -2.24
C 2.02 -5.10 -2.36
N 1.46 -6.32 -3.07
C 1.87 -7.51 -2.38
N 3.32 -7.56 -2.27
C 3.92 -7.59 -3.59
C 3.82 -6.40 -1.51
H 1.70 -7.09 -5.14
H 1.86 -5.30 -4.90
H 3.91 -4.34 -4.21
H 5.18 -5.36 -3.53
H 1.66 -4.29 -2.89
H 1.61 -5.04 -1.33
H 1.36 -7.57 -1.41
H 1.53 -8.40 -2.91
H 3.70 -8.56 -4.15
H 5.04 -7.45 -3.51
H 4.91 -6.31 -1.58
H 3.47 -6.33 -0.48
```

For the HOMO-LUMO gap (alpha / beta), the calculation gives 5.013 / 5.012 eV. As for the total energy: -105285.144 eV. As for the spin multiplicity: 2. The charge is -1. The calculation puts the highest occupied orbital energy (alpha / beta) at -4.02 / -4.02 eV. The value obtained for the LUMO energy (alpha / beta) is 0.99 / 0.99 eV.